Record 1
Entry from the OMol25 dataset: C2H3F9FeN4O17S7 as an isolated structure (ωB97M-V/def2-TZVPD).

Expectation value of S² ... 12.03
Spin multiplicity ... 7
Orbital gap (alpha / beta) ... 0.3281 / 0.1651 Ha
Calculated total energy ... -177562.841 eV

Last column: Mulliken charge in e.
Positions of all 43 atoms, in Å:
1 S 15.6488 -16.4033 -22.6824  0.8304
2 Fe 15.7616 -19.6278 -23.1154  1.2799
3 S 16.1776 -17.3781 -20.7266  0.6902
4 O 12.2175 -18.0158 -24.3569  -0.5355
5 N 14.4201 -21.1706 -20.1314  0.5751
6 C 13.1530 -21.9346 -19.9859  -0.8380
7 S 13.4059 -20.5187 -25.2064  0.7906
8 O 17.2714 -23.5247 -23.6680  -0.5518
9 H 13.2329 -22.6402 -19.1590  0.3425
10 N 16.8261 -21.1212 -22.5757  0.8401
11 N 15.9192 -18.0320 -22.1136  0.5005
12 S 18.1002 -21.4890 -21.8284  0.6493
13 F 16.5024 -18.7319 -19.9421  -0.2522
14 F 14.8271 -21.1162 -25.6191  -0.2945
15 H 12.3062 -21.2658 -19.8317  0.2936
16 S 17.7188 -18.4876 -25.6277  1.1749
17 F 19.9633 -19.2757 -26.7489  -0.1573
18 O 14.9356 -17.0467 -20.0194  -0.5475
19 N 14.1387 -19.8682 -23.9750  0.6331
20 F 13.2722 -18.4416 -22.2592  -0.2454
21 O 16.1015 -23.4486 -21.3969  -0.4982
22 F 15.0711 -16.9606 -24.0759  -0.2822
23 O 14.5512 -20.4444 -21.0982  -0.2184
24 S 12.6311 -19.1665 -23.5584  0.8827
25 O 17.0434 -18.4367 -26.9291  -0.3565
26 O 16.8426 -15.7021 -23.1802  -0.5037
27 H 13.0490 -22.4459 -20.9429  0.3028
28 O 18.1847 -17.1202 -25.1800  -0.3564
29 O 15.3626 -21.3953 -19.3834  -0.3761
30 O 12.6660 -21.7643 -24.9734  -0.5401
31 O 16.7711 -19.2073 -24.7126  -0.4545
32 F 18.5601 -19.9683 -21.8313  -0.3453
33 O 11.6435 -19.9976 -22.9002  -0.5221
34 O 19.2579 -22.0008 -22.5281  -0.5527
35 F 19.9419 -19.7806 -24.6838  -0.1604
36 F 18.7150 -21.0180 -26.0982  -0.1661
37 S 16.5964 -22.8092 -22.6358  0.7509
38 O 17.4154 -16.6232 -20.4849  -0.5501
39 O 17.9760 -21.7552 -20.4121  -0.5430
40 F 15.1611 -22.6050 -23.3536  -0.2771
41 O 13.1832 -19.6538 -26.3936  -0.5681
42 O 14.4930 -15.6002 -22.2816  -0.5138
43 C 19.1985 -19.7352 -25.7975  0.6701

Record 2
Entry from the OMol25 dataset: one molecule with the formula C17H22N2O3 (ωB97M-V/def2-TZVPD).

Energy above the lowest of the compared OMol25 structures with the same formula, charge and spin ... 0.0 kcal/mol
Structure (SMILES) ... CCCCCCNC(=O)Cc1c(O)c2ccccc2[nH]c1=O
Orbital gap ... 0.3267 Ha
Calculated total energy ... -27111.058 eV

Last column: Mulliken charge in e.
Positions of all 44 atoms, in Å:
1 H 2.8449 -2.8623 -0.0811  0.2079
2 H -2.3925 1.6857 1.1908  0.3858
3 C -0.8300 1.0461 -0.6465  1.0300
4 H -8.1224 -0.0151 -0.2352  0.3599
5 H -6.5120 -0.7268 2.2605  0.2799
6 H -8.2390 -0.4058 2.1650  0.3725
7 H 0.3356 1.1020 -2.4360  0.3182
8 H -1.7968 -0.7160 -0.4112  0.2944
9 H -4.0407 -1.1537 -0.6816  0.2749
10 C 4.4729 1.2473 0.5956  -0.5762
11 H -6.0625 -0.0292 -1.5029  0.3371
12 H 1.1073 2.3906 -0.5902  0.3437
13 N 2.7062 -1.8648 -0.1884  -0.0332
14 H -6.9449 1.0210 0.5585  0.2797
15 C 1.5149 -1.4811 -0.7649  0.4452
16 H -2.6575 0.0137 1.7466  0.4102
17 C -7.1838 -0.0176 0.3242  -0.4085
18 C -6.1004 -0.6106 -0.5783  -0.9017
19 H 4.2955 2.3078 0.5135  0.4517
20 C 2.2426 0.8436 -0.4352  1.2202
21 H 6.7617 -0.9994 1.6428  0.3855
22 O 0.6885 -2.3246 -1.0855  -0.7661
23 C -4.6981 -0.6514 0.0322  -0.3531
24 H -7.5707 -1.8492 1.4027  0.2919
25 H -4.7621 1.2242 1.0934  0.2828
26 H 5.0295 -2.5649 0.8609  0.3671
27 C 1.3400 -0.0548 -0.9316  0.3718
28 O -0.6621 2.2148 -0.3178  -0.8297
29 N -1.7609 0.2472 -0.1148  -0.0574
30 C 5.6422 0.7568 1.1285  -0.6540
31 H -4.7101 -1.2508 0.9441  0.2269
32 C -4.1396 0.7361 0.3432  -0.2225
33 C 3.4811 0.3732 0.1401  0.5526
34 H -4.1552 1.3498 -0.5597  0.2495
35 C -2.7090 0.6859 0.8839  -1.1402
36 O 2.0598 2.1696 -0.4652  -0.6755
37 C -7.3854 -0.7988 1.6175  -1.1481
38 H -0.3717 -0.5018 -2.0984  0.4291
39 H -6.3892 -1.6308 -0.8432  0.3449
40 H 6.4059 1.4351 1.4763  0.4055
41 C 0.0876 0.3806 -1.6531  -1.8574
42 C 3.6870 -1.0138 0.2395  -0.1262
43 C 4.8773 -1.4979 0.7863  -0.6493
44 C 5.8430 -0.6185 1.2226  -0.5202

Record 3
Entry from the OMol25 dataset: C16H16LiN6 as an isolated structure (ωB97M-V/def2-TZVPD).

Orbital gap ... 0.3248 Ha
Calculated total energy ... -25993.141 eV
Total charge ... +1

Last column: Mulliken charge in e.
Positions of all 39 atoms, in Å:
1 H -1.8067 -3.5538 4.6263  0.4341
2 N 1.6918 0.9486 -0.5627  -1.1112
3 C -3.1261 -1.8856 4.2862  -0.5226
4 C 2.9557 1.0463 -0.0042  -0.5554
5 C 0.9639 -1.2460 -6.1650  -0.6661
6 N 0.7857 0.2116 -4.2749  -0.5828
7 H -0.9408 1.4529 -6.8745  0.3743
8 C -0.9068 -0.4239 3.6183  1.2754
9 H -4.0224 -2.4314 4.5480  0.3838
10 C 0.0159 1.0248 -5.0122  0.0320
11 H 3.8493 1.0252 -0.6041  0.4503
12 C 1.2462 -0.9055 -4.8570  0.0790
13 C -3.2404 -0.5313 3.9139  -0.6276
14 H -0.9484 0.9492 -0.7054  0.3382
15 C 0.9126 1.2144 2.9437  -0.9261
16 H -4.2201 -0.0716 3.9034  0.3891
17 Li 1.2648 0.6004 -2.4048  1.1648
18 C -0.6490 0.9156 0.3398  -1.1341
19 C 0.8340 1.0106 0.4431  1.0439
20 N 1.4978 1.1437 1.6123  0.1454
21 H -1.0168 -0.0144 0.7764  0.2754
22 H -0.3445 1.9239 -4.5261  0.3808
23 N 0.3823 -0.0481 3.3639  0.6912
24 H -2.2409 1.2725 3.3078  0.3456
25 C -0.3168 0.7619 -6.3261  -0.6548
26 H 1.8659 -1.5518 -4.2460  0.3702
27 N 0.5560 -2.1072 3.9484  -0.5323
28 H 1.3620 -2.1589 -6.5842  0.3763
29 C -2.1416 0.2277 3.5738  -0.6366
30 H 1.6985 1.5346 3.6224  0.3210
31 C 0.1665 -0.3961 -6.9153  -0.0924
32 H 0.1079 1.9455 2.9607  0.4215
33 H -0.0743 -0.6322 -7.9431  0.4019
34 C -1.9052 -2.5176 4.3330  -0.6220
35 H -1.1411 1.7415 0.8552  0.2718
36 C -0.7824 -1.7616 3.9898  0.1232
37 N 1.2284 -1.0910 3.5845  -0.6028
38 C 2.8487 1.1549 1.3390  -0.2361
39 H 3.5901 1.2224 2.1157  0.4138

Record 4
Entry from the OMol25 dataset: a 2-piece molecular cluster, C6H14O2 overall (ωB97M-V/def2-TZVPD).

Energy above the lowest of the compared OMol25 structures with the same formula, charge and spin ... 25.9 kcal/mol
Structure (SMILES) ... CC[C@H](C)CC=O.O
Orbital gap ... 0.3887 Ha
Calculated total energy ... -10543.494 eV

Last column: Mulliken charge in e.
Positions of all 22 atoms, in Å:
1 H 1.1447 -1.9140 -0.1871  0.2508
2 H 1.6628 2.4104 -1.3951  0.3161
3 C -1.9695 -0.5015 -0.0667  -0.8917
4 C -0.5007 -0.5800 0.4250  0.6680
5 O -3.0062 -2.6220 0.1112  -0.4848
6 H -2.2507 -2.0453 -1.6739  0.3764
7 H -2.0360 0.3319 -0.7588  0.4113
8 H -0.4176 1.5629 0.1772  0.2864
9 H -2.5938 -0.3101 0.8063  0.3778
10 H 2.0193 0.6299 0.5081  0.2160
11 O 2.5912 2.4071 -1.6659  -0.6361
12 H -0.0463 -1.6201 -1.4418  0.3794
13 H 1.6121 0.4330 2.2004  0.3677
14 H 2.8770 1.4843 -1.6482  0.3312
15 H -0.4691 -1.2041 1.3144  0.2559
16 H 1.6619 2.0221 1.5778  0.3360
17 H -0.6931 1.0731 1.7968  0.3430
18 C 1.3682 1.0024 1.3023  -1.1531
19 C 0.4773 -1.1642 -0.6130  -1.1958
20 H 1.1030 -0.3954 -1.0894  0.1861
21 C -0.0888 0.8286 0.9232  -0.6992
22 C -2.4456 -1.8288 -0.6028  -0.0412

Record 5
Entry from the OMol25 dataset: C4H11CsNO as an isolated structure (ωB97M-V/def2-TZVPD).

Energy above the lowest of the compared OMol25 structures with the same formula, charge and spin ... 91.1 kcal/mol
Orbital gap ... 0.3521 Ha
Calculated total energy ... -8402.756 eV
Total charge ... +1

Last column: Mulliken charge in e.
Positions of all 18 atoms, in Å:
1 H 0.6524 0.4588 2.2156  0.2562
2 H 0.2233 -2.6479 0.0106  0.3494
3 C -0.5731 0.7372 0.0911  -0.7158
4 H 0.2789 2.2763 -2.0997  0.3103
5 C -0.4495 -1.7942 0.0916  -1.2427
6 H -1.0035 -1.6035 -0.8276  0.3223
7 H 0.5738 0.4897 -2.3479  0.3055
8 C -0.1574 1.2808 -2.1817  -0.7651
9 H -1.1353 -1.9365 0.9268  0.3733
10 H -0.0209 1.6526 0.3041  0.4235
11 H -1.4065 0.7139 0.7932  0.3500
12 C 0.3100 -0.5034 0.3893  0.4944
13 O -1.1006 0.8627 -1.1563  -0.3556
14 N 0.7429 -0.4583 1.8024  -0.8294
15 H 1.2585 -0.6197 -0.1351  0.1424
16 H -0.6234 1.3398 -3.1653  0.2864
17 Cs 2.3313 0.7204 2.8991  0.9165
18 H 0.0991 -0.9688 2.3898  0.3781

Record 6
Entry from the OMol25 dataset: C2H5Br2NO2S as an isolated structure (ωB97M-V/def2-TZVPD).

Energy above the lowest of the compared OMol25 structures with the same formula, charge and spin ... 58.5 kcal/mol
Orbital gap (alpha / beta) ... 0.2807 / 0.2536 Ha
Calculated total energy ... -158655.663 eV

Last column: Mulliken charge in e.
Positions of all 13 atoms, in Å:
1 H 0.0681 -1.2370 -1.3010  0.3020
2 S -1.8335 -0.2264 -0.7463  0.9122
3 H 1.4896 0.9102 -0.7344  0.2749
4 C 0.7667 0.2894 -0.1988  -0.8346
5 Br -1.8229 -1.6093 1.3020  0.2077
6 Br -0.6053 0.0004 3.7329  -0.1290
7 C -1.9837 -1.3023 3.1559  -0.3596
8 H 0.4868 0.9360 0.5331  0.3277
9 O -2.4467 -0.8789 -1.8727  -0.5563
10 N -0.2345 -0.3377 -0.9553  -0.2531
11 H 1.3458 -0.5451 0.2253  0.3192
12 O -2.0820 1.1267 -0.3822  -0.5381
13 H -2.9029 -0.8763 3.5215  0.3270